1.
DFT (wB97M-V/def2-TZVPD) results for a 2-piece molecular cluster, C3H4N2O overall.

Calculated values
Orbital gap: 9.32 eV
LUMO energy: 0.61 eV
Energy above the lowest of the compared OMol25 structures with the same formula, charge and spin: 618.5 kJ/mol
Molecular weight: 84.078 g/mol
DFT total energy: -8197.475 eV

```
! wB97M-V def2-TZVPD RIJCOSX def2/J DEFGRID3
* xyz 0 1
O -1.7144 1.1087 -0.7769
C -0.9876 0.8182 0.2906
C -0.4131 0.6527 1.3367
N 1.6400 -1.0287 0.6560
N 1.1264 -0.9633 -0.4792
C 0.4052 -0.6041 -1.3461
H -2.3898 1.7354 -0.4827
H 0.1254 0.5319 2.2450
H 1.7964 -2.0018 0.9131
H 0.4114 -0.2490 -2.3565
*
```

2.
DFT (wB97M-V/def2-TZVPD) results for C15H44BNO18 as an isolated structure.

Calculated values
Orbital gap: 8.99 eV
LUMO energy: -0.62 eV
Energy above the lowest of the compared OMol25 structures with the same formula, charge and spin: 327.1 kJ/mol
Molecular weight: 537.318 g/mol
DFT total energy: -55284.624 eV

```
! wB97M-V def2-TZVPD RIJCOSX def2/J DEFGRID3
* xyz 0 1
C 15.2680 26.1660 15.6170
C 14.7610 26.4680 17.0190
C 15.2950 27.8320 17.5830
C 15.0210 28.1410 19.1470
N 15.7180 29.4230 19.5590
C 15.4130 29.5810 21.0580
C 15.4850 31.0260 21.4040
C 15.1020 31.7300 20.1140
C 14.7600 30.5780 19.1240
C 17.0700 29.7300 19.1650
C 18.0160 28.6050 19.5460
C 19.4220 28.9310 20.1950
H 16.1840 25.9780 15.4310
H 14.9780 27.1420 15.2230
H 14.7720 25.2060 15.1210
H 14.8980 25.4560 17.7670
H 13.6470 26.5830 16.8180
H 14.7710 28.6740 17.0450
H 16.4370 27.7770 17.4240
H 15.3610 27.1890 19.5600
H 13.8650 28.2760 19.3390
H 16.3430 29.1420 21.6370
H 14.7000 29.2780 21.5540
H 16.5520 31.2300 21.7840
H 14.8460 31.2190 22.1890
H 15.9660 32.3440 19.7930
H 14.2940 32.5020 19.9880
H 14.9810 30.7710 18.0850
H 13.8550 30.3770 19.1280
H 17.5630 30.5240 19.8160
H 17.1900 30.0820 18.1740
H 18.1660 27.9470 18.7400
H 17.5370 27.8410 20.2660
H 19.8740 28.0960 20.2020
H 19.3690 29.2210 21.1930
H 20.0210 29.6260 19.4610
O 19.0090 24.9980 10.6740
C 19.1180 26.0950 11.2320
O 18.9460 26.2470 12.4680
B 18.7300 27.6890 12.5790
O 18.6670 28.2660 11.2030
C 19.1510 27.2920 10.5300
O 20.0120 27.6290 9.7200
O 19.7710 28.2810 13.4390
C 19.2080 28.7300 14.4120
O 19.7180 29.1320 15.4620
C 17.7380 28.6150 14.3330
O 17.4570 27.8460 13.4040
O 16.9110 28.9790 15.1530
O 17.0860 22.9100 11.1680
H 17.8220 23.4300 10.9420
H 16.6380 23.1570 11.9620
O 21.6920 28.9670 8.2120
H 20.9170 28.5100 8.7730
H 22.0260 28.1560 7.6310
O 16.3970 30.2040 10.9450
H 16.8920 29.9820 11.6260
H 17.0100 30.0060 10.1040
O 22.4930 26.2870 10.7820
H 21.9300 26.8430 10.2110
H 22.6530 27.0460 11.3270
O 22.3770 28.5910 15.8970
H 21.5280 28.6470 15.7420
H 22.6950 27.7790 15.7040
O 22.6830 28.6290 12.6300
H 21.9420 28.8630 13.2540
H 23.4450 28.9640 13.1160
O 14.9850 30.9250 15.0420
H 15.5620 30.1780 15.0080
H 15.5350 31.7440 14.9610
O 17.3920 26.1060 8.0970
H 16.9650 25.2410 8.5750
H 17.2650 26.0250 7.2580
O 21.3360 23.6450 10.2980
H 20.6300 24.1410 10.0180
H 21.8250 24.3490 10.6860
O 19.1550 32.0570 17.0880
H 19.7370 32.1060 17.8720
H 19.3280 31.3920 16.6640
*
```

3.
DFT (wB97M-V/def2-TZVPD) results for C28H30BHoN9S2 as an isolated structure.

Calculated values
Orbital gap (spin up / spin down): 8.12 / 8.19 eV
LUMO energy (spin up / spin down): -1.88 / -1.81 eV
Molecular weight: 732.487 g/mol
<S²>: 6.00
DFT total energy: -91079.734 eV

```
! wB97M-V def2-TZVPD RIJCOSX def2/J DEFGRID3
* xyz 1 5
Ho -0.1603 -0.1069 -0.8409
C 1.5331 4.4696 4.1449
C 0.9380 3.2937 3.4219
C 1.2104 1.9810 3.8202
C 0.6965 0.9005 3.1373
C -0.1476 1.0520 2.0256
N -0.6422 -0.0669 1.3366
C -1.1332 -1.1191 2.1228
C -1.9714 -0.8705 3.2175
C -2.5193 -1.8888 3.9697
C -2.2867 -3.2278 3.6585
C -2.9437 -4.3356 4.4329
C -1.4575 -3.4924 2.5828
C -0.8721 -2.4643 1.8479
N 0.0566 -2.8686 0.8282
C 0.9900 -3.8278 0.9425
C 1.5333 -4.0541 -0.3030
C 0.8554 -3.1704 -1.1404
N -0.0465 -2.4589 -0.4609
C -0.4075 2.3670 1.6333
C 0.1294 3.4597 2.3136
N -1.2647 2.6624 0.5223
C -2.2194 3.6058 0.4658
C -2.6694 3.6833 -0.8335
C -1.9046 2.7439 -1.5246
N -1.0569 2.1221 -0.7030
H 1.6716 4.2490 5.2028
H 0.8934 5.3488 4.0702
H 2.5111 4.7363 3.7389
H 1.8504 1.8054 4.6768
H 0.9289 -0.1041 3.4681
H -2.1873 0.1607 3.4687
H -3.1580 -1.6416 4.8094
H -3.0800 -4.0584 5.4778
H -2.3550 -5.2521 4.4030
H -3.9305 -4.5648 4.0257
H -1.2506 -4.5174 2.2983
H 1.1903 -4.2747 1.9017
H 2.3181 -4.7424 -0.5601
H 1.0039 -2.9899 -2.1931
H -0.0941 4.4569 1.9505
H -2.5081 4.1373 1.3570
H -3.4421 4.3205 -1.2243
H -1.9247 2.4671 -2.5664
C 2.5206 3.2204 -0.2010
N 2.0876 2.6828 -1.4850
C 1.6852 3.4332 -2.5657
C 1.4549 2.5668 -3.5786
N 1.7225 1.2914 -3.1262
B 2.0418 0.1288 -4.1396
N 1.0752 -1.1370 -4.1083
C 1.5631 -2.3152 -4.6356
C 0.5437 -3.1991 -4.7196
N -0.5716 -2.5629 -4.2242
C -1.9058 -3.1442 -4.1477
C -0.2327 -1.3023 -3.8705
S -1.3611 -0.1503 -3.2338
C 2.1079 1.3810 -1.8362
S 2.4697 0.0509 -0.7854
H 2.0099 4.1657 -0.0353
H 3.5974 3.3792 -0.2122
H 2.2607 2.5201 0.5888
H 1.6002 4.5041 -2.5155
H 1.1455 2.7394 -4.5928
H 3.1389 -0.2982 -3.8984
H 1.9542 0.6168 -5.2379
H 2.5975 -2.4136 -4.9113
H 0.5124 -4.2129 -5.0774
H -1.8025 -4.2236 -4.0763
H -2.4816 -2.8826 -5.0333
H -2.4108 -2.7643 -3.2642
*
```

4.
DFT (wB97M-V/def2-TZVPD) results for a 4-piece molecular cluster, C4H13NO3 overall.

Calculated values
Orbital gap: 8.63 eV
LUMO energy: 0.45 eV
Energy above the lowest of the compared OMol25 structures with the same formula, charge and spin: 336.2 kJ/mol
Molecular weight: 123.152 g/mol
SMILES: C=CC(=C)N.O.O.O
DFT total energy: -11988.987 eV

```
! wB97M-V def2-TZVPD RIJCOSX def2/J DEFGRID3
* xyz 0 1
C 0.4184 -2.2313 1.8890
C 0.9025 -1.6519 0.8041
C 2.0335 -0.6797 0.8644
C 2.8225 -0.4491 2.0035
N 2.1690 0.2997 -0.1697
H -0.6720 -2.3883 1.8680
H 1.0771 -2.5684 2.8013
H 0.2340 -1.3830 -0.0025
H 2.9208 -1.1901 2.7630
H 3.5032 0.3337 2.1413
H 2.2762 -0.2481 -1.0706
H 2.9188 1.0101 -0.0028
O -0.7718 1.5494 -0.6520
H -0.7570 0.8909 -1.3504
H 0.0560 1.3420 -0.1424
O 1.5019 2.8234 -3.4133
H 0.6787 3.2072 -3.0072
H 1.2794 2.1429 -4.0389
O -7.2408 -0.8613 0.1118
H -6.3775 -1.2124 -0.1171
H -7.2970 -0.0535 -0.3913
*
```